No. 1
ORCA calculation (ωB97M-V/def2-TZVPD) on one molecule with the formula C3H5Br2P.

Each line ends with the Mulliken spin population.
Atoms and positions in Å:
C1 0.11304 -0.18150 -1.43984  -0.015
C2 -0.90252 0.03685 -0.62506  0.128
C3 -0.24382 0.29300 1.02845  0.087
P1 -2.68324 -0.00732 -1.06602  1.077
Br1 -3.24065 1.72934 0.27916  0.554
Br2 -3.25174 -1.74245 0.04396  0.196
H1 0.04365 -0.27253 -2.49275  -0.036
H2 1.21272 -0.08495 -1.17396  0.006
H3 0.17100 1.36414 1.14931  0.003
H4 0.51436 -0.44657 1.10546  0.003
H5 -1.05446 0.12105 1.69516  -0.002

Atoms 1-2, force components in eV/Å:
C 1.69 0.77 -0.36
C 1.94 0.36 2.63

As for the molar mass: 231.86 g/mol. The calculation puts the gap between HOMO and LUMO (alpha / beta) at 5.89 / 6.56 eV. As for the expectation value of S²: 2.007. The total charge is 0. The calculation puts the HOMO energy (alpha / beta) at -5.6606 / -10.1526 eV. The spin multiplicity is 3. As for the electronic energy: -152561.4336 eV. As for the relative energy (zero: lowest compared OMol25 entry of this formula, charge and spin): 0.966 eV.


No. 2
ORCA calculation (ωB97M-V/def2-TZVPD) on a 2-piece molecular cluster, C3H5BrClFO overall.

Each line ends with the Mulliken charge.
Atoms and positions in Å:
C1 -0.43357 1.23239 -0.09125  -1.375
C2 0.25298 0.01802 -0.79615  -0.429
C3 -0.34123 -1.26857 -0.33097  0.695
O1 0.25415 -0.93221 2.16395  -0.662
F1 0.38352 -2.32071 -0.39067  -0.129
Cl1 -1.97473 -1.40128 -0.36784  -0.044
Br1 2.22713 -0.02134 -0.22912  -0.068
H1 0.17276 2.04967 -0.24978  0.477
H2 -0.34463 1.12753 0.89718  0.429
H3 -1.33408 1.54808 -0.51786  0.451
H4 0.26163 0.27470 -1.90439  0.429
H5 0.87606 -0.30627 1.81689  0.227

Atoms 1-2, force components in eV/Å:
C 1.54 -1.36 -3.10
C 0.82 1.82 0.29

As for the molar mass: 191.43 g/mol. The calculation puts the gap between HOMO and LUMO (alpha / beta) at 7.19 / 7.19 eV. The total charge is 0. The calculation puts the HOMO energy (alpha / beta) at -8.9384 / -8.9359 eV. As for the electronic energy: -90517.1406 eV. As for the relative energy (zero: lowest compared OMol25 entry of this formula, charge and spin): 4.284 eV.


Question: What is the electronic energy in the first record?
Answer: -152561.4336 eV


Question: Which formula does entry 2 have?
Answer: C3H5BrClFO